1.
# C13H25FIrN3Si

C13H25FIrN3Si as an isolated structure (ωB97M-V/def2-TZVPD, OMol25).

Energy above the lowest of the compared OMol25 structures with the same formula, charge and spin = 19.9 kJ/mol
LUMO (alpha / beta) = -9.131 / -9.121 eV
Calculated total energy = -1167.7507 hartree
HOMO (alpha / beta) = -15.578 / -15.617 eV
Total charge = +2
HOMO-LUMO gap (alpha / beta) = 6.448 / 6.496 eV
Multiplicity = 1

Geometry (Å):
1 Ir -0.781 -0.221 -0.904
2 C -0.373 -2.104 -2.547
3 Si -0.260 -0.548 -3.578
4 C 0.700 -0.528 -5.156
5 C -1.925 0.171 -3.979
6 N 0.467 0.440 -2.149
7 C 1.544 1.268 -2.073
8 C 2.129 1.830 -3.239
9 C 3.215 2.661 -3.160
10 C 3.796 2.936 -1.918
11 C 3.287 2.378 -0.752
12 C 2.180 1.574 -0.837
13 F 1.738 0.991 0.279
14 H -1.129 -2.775 -2.958
15 H -0.660 -2.059 -1.448
16 H 0.589 -2.614 -2.486
17 H 0.107 -1.096 -5.880
18 H 1.706 -0.946 -5.147
19 H 0.727 0.493 -5.538
20 H -2.351 -0.394 -4.814
21 H -1.824 1.202 -4.329
22 H -2.643 0.154 -3.160
23 H 1.685 1.620 -4.197
24 H 3.629 3.097 -4.058
25 H 4.666 3.577 -1.861
26 H 3.749 2.548 0.211
27 N -0.916 1.614 0.027
28 C -2.252 2.140 0.473
29 C -2.542 1.800 1.925
30 C -2.361 0.328 2.288
31 C -3.098 -0.618 1.347
32 N -2.149 -1.280 0.392
33 H -0.264 1.654 0.810
34 H -0.549 2.277 -0.654
35 H -3.006 1.749 -0.210
36 H -2.240 3.223 0.352
37 H -3.574 2.100 2.121
38 H -1.920 2.418 2.576
39 H -2.705 0.175 3.309
40 H -1.298 0.061 2.300
41 H -3.842 -0.091 0.751
42 H -3.621 -1.402 1.894
43 H -2.691 -1.931 -0.175
44 H -1.536 -1.874 0.955

List of Mulliken charges in e, atom by atom: atom 1 (Ir): 0.479, atom 2 (C): -0.887, atom 3 (Si): 0.022, atom 4 (C): -1.192, atom 5 (C): -0.944, atom 6 (N): 0.139, atom 7 (C): 0.414, atom 8 (C): -0.263, atom 9 (C): -1.008, atom 10 (C): -0.281, atom 11 (C): -0.794, atom 12 (C): 1.039, atom 13 (F): -0.295, atom 14 (H): 0.457, atom 15 (H): 0.224, atom 16 (H): 0.425, atom 17 (H): 0.389, atom 18 (H): 0.417, atom 19 (H): 0.409, atom 20 (H): 0.397, atom 21 (H): 0.350, atom 22 (H): 0.342, atom 23 (H): 0.234, atom 24 (H): 0.454, atom 25 (H): 0.429, atom 26 (H): 0.492, atom 27 (N): -0.507, atom 28 (C): -0.693, atom 29 (C): -0.824, atom 30 (C): -0.586, atom 31 (C): -0.714, atom 32 (N): -0.765, atom 33 (H): 0.341, atom 34 (H): 0.410, atom 35 (H): 0.292, atom 36 (H): 0.421, atom 37 (H): 0.373, atom 38 (H): 0.401, atom 39 (H): 0.377, atom 40 (H): 0.369, atom 41 (H): 0.481, atom 42 (H): 0.393, atom 43 (H): 0.367, atom 44 (H): 0.416

2.
# C19H11N3O2S

One molecule with the formula C19H11N3O2S in a non-equilibrium geometry (ωB97M-V/def2-TZVPD, OMol25).

Structure (SMILES) = O=c1c2ccccc2nc(-c2ccco2)n1-c1nc2ccccc2s1
Energy above the lowest of the compared OMol25 structures with the same formula, charge and spin = 1046.0 kJ/mol
LUMO = -0.520 eV
Calculated total energy = -1443.1359 hartree
HOMO = -7.351 eV
HOMO-LUMO gap = 6.832 eV
Multiplicity = 1

Geometry (Å):
1 O -0.823 -2.572 -0.027
2 C -1.258 -1.502 -0.059
3 C -2.910 -1.197 0.096
4 C -3.747 -2.205 -0.047
5 C -5.214 -1.986 -0.007
6 C -5.623 -0.777 -0.293
7 C -4.740 0.343 -0.061
8 C -3.226 0.180 -0.177
9 N -2.523 1.091 0.014
10 C -1.184 0.788 0.050
11 C -0.440 2.082 0.213
12 C 0.890 2.299 0.779
13 C 1.145 3.820 0.491
14 C 0.042 4.198 -0.273
15 O -0.799 3.317 -0.385
16 N -0.478 -0.217 -0.033
17 C 0.797 -0.507 -0.105
18 N 1.489 -1.136 0.698
19 C 2.719 -1.139 0.534
20 C 3.718 -1.661 1.445
21 C 5.065 -1.532 0.642
22 C 5.296 -1.072 -0.621
23 C 4.377 -0.660 -1.343
24 C 2.992 -0.395 -0.806
25 S 1.480 0.040 -1.689
26 H -3.342 -3.151 -0.317
27 H -5.706 -2.886 -0.190
28 H -6.631 -0.784 -0.254
29 H -5.026 1.476 -0.239
30 H 1.502 1.830 1.270
31 H 1.967 4.168 0.890
32 H -0.157 5.087 -0.521
33 H 3.516 -1.918 2.399
34 H 5.889 -1.943 1.241
35 H 6.381 -1.036 -0.867
36 H 4.561 -0.446 -2.447

List of Mulliken charges in e, atom by atom: atom 1 (O): -0.483, atom 2 (C): 0.079, atom 3 (C): -0.045, atom 4 (C): 0.039, atom 5 (C): -0.722, atom 6 (C): -0.572, atom 7 (C): -0.549, atom 8 (C): 0.418, atom 9 (N): -0.365, atom 10 (C): 0.997, atom 11 (C): -0.455, atom 12 (C): -0.661, atom 13 (C): -0.564, atom 14 (C): -0.662, atom 15 (O): -0.268, atom 16 (N): 0.256, atom 17 (C): 0.086, atom 18 (N): -0.458, atom 19 (C): 0.254, atom 20 (C): -0.942, atom 21 (C): -0.335, atom 22 (C): -0.335, atom 23 (C): -0.332, atom 24 (C): 0.361, atom 25 (S): -0.097, atom 26 (H): 0.424, atom 27 (H): 0.408, atom 28 (H): 0.465, atom 29 (H): 0.252, atom 30 (H): 1.162, atom 31 (H): 0.570, atom 32 (H): 0.648, atom 33 (H): 0.520, atom 34 (H): 0.322, atom 35 (H): 0.326, atom 36 (H): 0.258

3.
# C5H5CeO

C5H5CeO as an isolated structure in a non-equilibrium geometry (ωB97M-V/def2-TZVPD, OMol25).

Energy above the lowest of the compared OMol25 structures with the same formula, charge and spin = 536.7 kJ/mol
LUMO (alpha / beta) = -14.728 / -13.737 eV
Calculated total energy = -742.3250 hartree
HOMO (alpha / beta) = -19.838 / -22.873 eV
Total charge = +3
HOMO-LUMO gap (alpha / beta) = 5.110 / 9.136 eV
Multiplicity = 3

Geometry (Å):
1 C -2.682 -0.801 1.207
2 C -2.610 -1.311 -0.088
3 C -2.020 0.547 0.400
4 O -2.459 1.185 -0.560
5 Ce -3.218 1.229 -2.834
6 H -2.063 -1.282 1.980
7 H -3.776 -0.709 1.391
8 H -1.177 0.975 0.967
9 C -4.369 1.039 -5.245
10 C -4.879 0.965 -6.411
11 H -5.289 0.028 -6.814
12 H -5.068 1.902 -6.962

List of Mulliken charges in e, atom by atom: atom 1 (C): -0.265, atom 2 (C): 0.029, atom 3 (C): 0.133, atom 4 (O): -0.517, atom 5 (Ce): 2.114, atom 6 (H): 0.410, atom 7 (H): 0.331, atom 8 (H): 0.453, atom 9 (C): -0.090, atom 10 (C): -0.233, atom 11 (H): 0.321, atom 12 (H): 0.314

Copy entry 3 word for word.
# C5H5CeO

C5H5CeO as an isolated structure in a non-equilibrium geometry (ωB97M-V/def2-TZVPD, OMol25).

Energy above the lowest of the compared OMol25 structures with the same formula, charge and spin = 536.7 kJ/mol
LUMO (alpha / beta) = -14.728 / -13.737 eV
Calculated total energy = -742.3250 hartree
HOMO (alpha / beta) = -19.838 / -22.873 eV
Total charge = +3
HOMO-LUMO gap (alpha / beta) = 5.110 / 9.136 eV
Multiplicity = 3

Geometry (Å):
1 C -2.682 -0.801 1.207
2 C -2.610 -1.311 -0.088
3 C -2.020 0.547 0.400
4 O -2.459 1.185 -0.560
5 Ce -3.218 1.229 -2.834
6 H -2.063 -1.282 1.980
7 H -3.776 -0.709 1.391
8 H -1.177 0.975 0.967
9 C -4.369 1.039 -5.245
10 C -4.879 0.965 -6.411
11 H -5.289 0.028 -6.814
12 H -5.068 1.902 -6.962

List of Mulliken charges in e, atom by atom: atom 1 (C): -0.265, atom 2 (C): 0.029, atom 3 (C): 0.133, atom 4 (O): -0.517, atom 5 (Ce): 2.114, atom 6 (H): 0.410, atom 7 (H): 0.331, atom 8 (H): 0.453, atom 9 (C): -0.090, atom 10 (C): -0.233, atom 11 (H): 0.321, atom 12 (H): 0.314

> Which formula does entry 1 have?

C13H25FIrN3Si

> Look up the calculated total energy of the first one.

-1167.7507 hartree

> What is the formula in the third record?

C5H5CeO